No. 1
Here is a cluster of 2 separate species, C3H7N3O2 in total from OMol25. Energies are from wB97M-V/def2-TZVPD.

Output
Total charge: 0
Molar mass, Da: 117.11
SMILES string: N#C[C@H](N)C(N)=O.O
Energy relative to the best compared isomer or geometry (same formula, charge and spin), kcal per mole: 59.2
HOMO, eV: -9.7694
Orbital gap, eV: 9.96

Each line ends with the Löwdin charge.
Positions of all 15 atoms, in Å:
N -1.2149 2.2546 1.1031  0.15
C -0.2514 1.6077 0.9236  -0.15
C 0.6130 0.4959 0.4570  -0.34
N 1.9311 0.5398 1.0269  0.05
C 0.5252 0.3212 -1.0819  -0.49
N 0.2755 -0.9474 -1.4416  0.14
O 0.2481 1.2614 -1.8188  0.07
H 0.1536 -0.3667 0.9712  0.13
H 2.3271 -0.3915 1.1060  0.09
H 2.5422 1.1882 0.5403  0.09
H -0.4397 -1.4769 -0.9374  0.08
H 0.3995 -1.1871 -2.4169  0.11
O -2.2446 -1.2431 0.1891  -0.11
H -2.2275 -1.7851 0.9839  0.04
H -2.6372 -0.2711 0.3956  0.14

No. 2
Here is a structure of composition C5H4HgO4 from OMol25. Energies are from wB97M-V/def2-TZVPD.

Output
⟨S²⟩: 0.77
Spin multiplicity: 2
Total charge: +3
Molar mass, Da: 328.67
Energy relative to the best compared isomer or geometry (same formula, charge and spin), kcal per mole: 0.0
HOMO (spin up / spin down), eV: -20.6429 / -20.1706
Orbital gap (spin up / spin down), eV: 4.05 / 3.58

Each line ends with the Löwdin charge.
Positions of all 14 atoms, in Å:
C 1.0129 0.2937 -0.5006  0.20
C 1.1087 0.9962 0.4845  -0.01
H 1.1450 1.6008 1.3784  0.06
H -0.7660 1.4631 -0.5645  0.09
O -0.3675 3.6758 -0.7648  0.15
C -1.5439 3.1304 -1.0730  -0.52
O -2.4761 3.8115 -1.4798  -0.11
O -1.5902 1.8632 -0.9296  0.28
Hg -4.2149 3.7237 -2.0260  1.76
C 0.6571 5.5937 -0.2479  0.16
C -0.1247 4.9913 -1.0938  0.07
O 1.1743 6.3163 0.5779  0.42
H -0.8628 5.5984 -1.6327  0.20
H 2.1508 6.4453 0.5048  0.25

No. 3
Here is the molecule C17H21N3O3 from OMol25. Energies are from wB97M-V/def2-TZVPD.

Output
Total charge: 0
Molar mass, Da: 315.37
SMILES string: CCOC(=O)C1=NCN2c3ccc(CC)cc3C(=O)N(C)C[C@@H]12
Energy relative to the best compared isomer or geometry (same formula, charge and spin), kcal per mole: 79.4
HOMO, eV: -7.8755
Orbital gap, eV: 7.52

Each line ends with the Löwdin charge.
Positions of all 44 atoms, in Å:
C 4.8831 3.6030 -2.0333  -0.07
C 5.2057 3.0750 -0.6181  -0.22
O 4.0072 2.8224 0.1110  0.01
C 3.3544 1.6559 -0.0727  -0.38
O 3.9131 0.6055 -0.4303  0.10
C 1.9260 1.5923 0.2205  -0.16
N 1.2459 2.6022 0.6680  0.18
C -0.1594 2.2491 0.8345  -0.16
N -0.1728 0.7937 0.6372  -0.03
C -1.3496 0.0087 0.6305  -0.12
C -2.4654 0.5771 1.3459  -0.02
C -3.6507 -0.0908 1.5161  -0.03
C -3.8030 -1.3662 0.9308  -0.25
C -5.1136 -2.1030 1.1299  -0.21
C -5.0281 -2.9600 2.4029  -0.10
C -2.7653 -1.9531 0.2540  0.02
C -1.4945 -1.3189 0.1058  -0.02
C -0.4076 -2.0834 -0.6507  -0.36
O -0.5513 -3.3093 -0.7440  0.02
N 0.7194 -1.5946 -1.2791  -0.09
C 1.6536 -2.5176 -1.9653  -0.01
C 0.9916 -0.1765 -1.3115  -0.09
C 1.1189 0.3703 0.1189  -0.20
H 5.7786 3.9653 -2.5766  0.08
H 4.4242 2.7820 -2.6229  0.08
H 4.1496 4.4063 -1.9938  0.07
H 5.8583 2.2056 -0.7072  0.12
H 5.7825 3.8557 -0.0940  0.13
H -0.5440 2.5212 1.8438  0.12
H -0.8174 2.8145 0.1699  0.13
H -2.4450 1.5431 1.8381  0.09
H -4.4654 0.3445 2.0644  0.11
H -5.9598 -1.3839 1.1874  0.11
H -5.3206 -2.7871 0.3091  0.10
H -4.1905 -3.6885 2.3465  0.09
H -5.9710 -3.4341 2.5962  0.06
H -4.7547 -2.3792 3.2931  0.07
H -2.9407 -2.9592 -0.1580  0.13
H 2.5880 -2.0044 -2.0563  0.07
H 1.8212 -3.4174 -1.3546  0.10
H 1.3058 -2.7849 -2.9384  0.08
H 1.8624 -0.0395 -1.9066  0.11
H 0.1564 0.3453 -1.8110  0.15
H 1.6242 -0.3871 0.7699  0.19

No. 4
Here is the ion C8H14BrN2 with charge +1 from OMol25. Energies are from wB97M-V/def2-TZVPD.

Output
Total charge: +1
Molar mass, Da: 218.12
SMILES string: CC(C)(C)/C=[NH+]/C=N\C=C/Br
Energy relative to the best compared isomer or geometry (same formula, charge and spin), kcal per mole: 70.6
HOMO, eV: -13.9873
Orbital gap, eV: 8.58

Each line ends with the Löwdin charge.
Positions of all 25 atoms, in Å:
C 0.7840 2.0569 0.2543  -0.01
C 0.8332 0.5489 -0.1487  -0.53
C 1.9788 0.2729 -1.1611  -0.04
C 1.2270 -0.2862 1.0990  -0.02
C -0.5623 0.1697 -0.6485  -0.13
N -0.7096 -1.0916 -1.2610  0.08
C -1.5877 -2.0279 -0.8645  -0.14
N -1.9146 -2.1575 0.3463  0.13
C -1.8226 -1.2211 1.2706  -0.05
C -1.9595 0.2368 0.8692  -0.48
Br -3.5681 0.8195 -0.0718  0.77
H 1.6129 2.2597 0.9173  0.10
H 0.0231 2.2846 0.9272  0.06
H 0.6967 2.7644 -0.4778  0.07
H 2.9748 0.6374 -0.6939  0.14
H 2.0814 -0.6980 -1.5768  0.06
H 1.8452 0.9431 -1.9733  0.07
H 2.0876 0.0787 1.4193  0.03
H 1.5670 -1.2871 0.6320  0.13
H 0.5309 -0.3774 1.9325  0.08
H -1.1996 0.9620 -1.2793  0.15
H 0.0743 -1.3860 -1.9724  0.22
H -1.7538 -2.9531 -1.3918  0.16
H -1.5669 -1.4759 2.2255  0.10
H -1.6719 0.9271 1.6278  0.05

No. 5
Here is the molecule C20H21BrN2O5S from OMol25. Energies are from wB97M-V/def2-TZVPD.

Output
Total charge: 0
Molar mass, Da: 481.37
SMILES string: Cc1cc(Br)ccc1SCC(=O)OCC(=O)N1CCN(C(=O)c2ccco2)CC1
Energy relative to the best compared isomer or geometry (same formula, charge and spin), kcal per mole: 23.3
HOMO, eV: -8.2796
Orbital gap, eV: 8.84

Each line ends with the Löwdin charge.
Positions of all 50 atoms, in Å:
C -3.4815 -1.2463 2.5127  -0.07
C -2.8710 -1.4732 1.1709  -0.31
C -1.6411 -2.0986 1.0458  -0.10
C -1.0680 -2.2594 -0.2027  -0.68
Br 0.6815 -3.0054 -0.3273  0.74
C -1.7203 -1.8701 -1.3557  -0.12
C -2.9551 -1.2586 -1.2416  -0.09
C -3.5014 -1.0180 0.0091  -0.48
S -5.0151 -0.1048 0.1856  0.99
C -4.8554 1.2040 -1.0909  -0.33
C -3.4816 1.8030 -1.0016  -0.56
O -2.5535 1.4877 -1.7032  0.12
O -3.3898 2.7266 -0.0419  0.02
C -2.0647 3.1990 0.1708  -0.05
C -1.2128 1.9938 0.6051  -0.41
O -1.7306 1.1318 1.2892  0.08
N 0.0653 1.9147 0.1943  -0.03
C 0.8028 0.6929 0.4651  -0.11
C 2.0935 1.0119 1.2205  -0.11
N 2.8635 1.9617 0.4576  -0.05
C 4.0799 1.7782 -0.1219  -0.38
O 4.6439 2.6780 -0.7160  0.08
C 4.6932 0.4326 -0.0031  -0.18
C 4.2246 -0.8343 -0.2495  -0.02
C 5.3355 -1.6966 -0.1221  -0.05
C 6.3940 -0.8960 0.1856  -0.10
O 6.0184 0.3844 0.2474  0.08
C 2.1413 3.1896 0.2179  -0.11
C 0.8388 2.8909 -0.5396  -0.10
H -3.4696 -0.1776 2.7226  0.08
H -4.5165 -1.5828 2.5272  0.07
H -2.9226 -1.7640 3.2872  0.08
H -1.1182 -2.4332 1.9295  0.11
H -1.2755 -2.0263 -2.3258  0.11
H -3.4695 -0.9509 -2.1373  0.11
H -5.0350 0.7864 -2.0803  0.09
H -5.6199 1.9312 -0.8260  0.09
H -1.7036 3.6588 -0.7519  0.12
H -2.1355 3.9315 0.9759  0.15
H 1.0420 0.2117 -0.4892  0.12
H 0.1585 0.0393 1.0538  0.11
H 2.6679 0.1047 1.3961  0.12
H 1.8401 1.4657 2.1869  0.14
H 3.2297 -1.1295 -0.5131  0.08
H 5.3353 -2.7596 -0.2450  0.10
H 7.4250 -1.1153 0.3815  0.12
H 2.7827 3.8466 -0.3718  0.13
H 1.9092 3.6680 1.1761  0.14
H 1.0825 2.4812 -1.5271  0.14
H 0.2856 3.8184 -0.6664  0.12

No. 6
Here is a structure of composition C29H22F2MnN5O3S2 from OMol25. Energies are from wB97M-V/def2-TZVPD.

Output
⟨S²⟩: 0.79
Spin multiplicity: 2
Total charge: -1
Molar mass, Da: 645.60
Energy relative to the best compared isomer or geometry (same formula, charge and spin), kcal per mole: 0.0
HOMO (spin up / spin down), eV: -2.9671 / -5.1493
Orbital gap (spin up / spin down), eV: 5.21 / 7.38

Each line ends with the Löwdin charge.
Positions of all 64 atoms, in Å:
Mn -1.4419 0.6239 -0.7939  0.54
C 0.6364 -2.1595 2.0086  -0.02
C 0.1694 -0.9186 1.3053  -0.23
N -0.3809 -0.9615 0.1447  -0.06
N -0.4173 -2.2510 -0.4374  -0.04
C -1.5310 -2.4116 -1.0597  -1.07
S -2.8046 -1.2639 -1.1103  0.71
S -1.8250 -3.8467 -2.0369  0.89
C -0.5159 -4.9774 -1.4988  -0.44
C -0.7476 -5.6310 -0.1659  -0.29
C -1.8338 -6.4770 0.0402  -0.06
C -2.0468 -7.0636 1.2759  -0.09
C -1.1761 -6.8102 2.3288  -0.10
C -0.0878 -5.9759 2.1308  -0.09
C 0.1238 -5.3924 0.8887  -0.07
C 0.3605 0.3804 1.9525  -0.12
C 1.5109 0.6446 2.6954  -0.05
C 1.7086 1.8803 3.2826  -0.11
C 0.7180 2.8551 3.1518  -0.09
C -0.4404 2.6071 2.4454  -0.01
C -0.6420 1.3679 1.8042  -0.35
O -1.7071 1.1392 1.0877  -0.17
H 1.5320 -2.5657 1.5325  0.09
H -0.1342 -2.9259 1.9449  0.07
H 0.8545 -1.9405 3.0508  0.08
H 0.4345 -4.4468 -1.5067  0.07
H -0.4937 -5.7291 -2.2912  0.08
H -2.5267 -6.6614 -0.7725  0.11
H -2.8988 -7.7153 1.4226  0.10
H -1.3514 -7.2576 3.2987  0.10
H 0.5949 -5.7684 2.9454  0.10
H 0.9717 -4.7385 0.7294  0.10
H 2.2707 -0.1234 2.7884  0.11
H 2.6196 2.0901 3.8263  0.09
H 0.8654 3.8301 3.6013  0.10
H -1.2043 3.3667 2.3366  0.11
O 1.1611 7.2054 -0.6458  -0.06
N 1.9644 6.3214 -1.0338  -0.39
O 3.1489 6.6027 -1.3209  -0.05
C 1.5458 5.0005 -1.1552  -0.12
C 2.4886 4.0563 -1.5786  0.03
C 2.1693 2.6969 -1.7071  -0.15
C 3.0649 1.6950 -2.1485  -0.01
C 2.6340 0.3957 -2.2201  -0.05
C 1.3348 0.0567 -1.8344  -0.10
N 0.4712 0.9770 -1.4020  0.04
C 0.8688 2.2575 -1.3850  -0.13
C -0.1324 3.2315 -1.0333  -0.12
N -1.3590 2.7159 -0.8785  0.04
C -2.3622 3.5105 -0.5318  -0.10
C -2.1652 4.8674 -0.3443  -0.04
C -0.9078 5.4179 -0.5182  0.02
C 0.1717 4.6009 -0.8903  -0.04
H 3.4848 4.4032 -1.8033  0.11
H 4.0726 1.9688 -2.4353  0.11
H 3.2912 -0.3891 -2.5707  0.10
H 0.9950 -0.9675 -1.8638  0.10
H -3.3290 3.0424 -0.4067  0.12
H -2.9987 5.4928 -0.0553  0.10
H -0.7306 6.4705 -0.3783  0.09
F -1.1537 1.6913 -3.4937  -0.03
C -1.8067 0.7292 -2.7537  -0.40
F -3.1072 1.2938 -2.5358  -0.13
H -1.9784 -0.1173 -3.4220  0.08

No. 7
Here is a structure of composition C35H31Cl4EuN5O6S from OMol25. Energies are from wB97M-V/def2-TZVPD.

Output
⟨S²⟩: 12.01
Spin multiplicity: 7
Total charge: -1
Molar mass, Da: 943.50
Energy relative to the best compared isomer or geometry (same formula, charge and spin), kcal per mole: 0.0
HOMO (spin up / spin down), eV: -4.8616 / -4.8644
Orbital gap (spin up / spin down), eV: 6.83 / 6.83

Each line ends with the Löwdin charge.
Positions of all 83 atoms, in Å:
Eu -0.0609 -0.8340 -0.5307  1.80
C 0.7835 3.8911 0.6941  -0.05
C 0.3203 2.6660 -0.0222  -0.24
N 0.7755 1.3885 0.3189  -0.06
N 1.6285 1.3515 1.3092  0.02
C 2.2477 0.1392 1.4036  -0.49
O 2.1267 -0.7701 0.5529  -0.21
C 3.1426 -0.0621 2.5688  -0.14
C 3.4499 0.9681 3.4575  -0.03
C 4.2719 0.7230 4.5459  -0.09
C 4.7812 -0.5523 4.7639  -0.10
C 4.4696 -1.5828 3.8851  -0.08
C 3.6540 -1.3401 2.7913  -0.01
C -0.5863 2.7310 -1.0992  -0.24
C -1.1982 3.9523 -1.4769  -0.02
C -2.1215 3.9603 -2.4942  -0.08
C -2.4319 2.7649 -3.1376  -0.05
C -1.7741 1.6066 -2.7334  -0.13
N -0.8747 1.5670 -1.7647  0.06
H 1.5072 3.6210 1.4584  0.05
H -0.0566 4.3999 1.1769  0.08
H 1.2459 4.5980 -0.0001  0.08
H 3.0329 1.9505 3.2827  0.10
H 4.5138 1.5250 5.2332  0.09
H 5.4189 -0.7420 5.6189  0.09
H 4.8579 -2.5791 4.0576  0.10
H 3.3836 -2.1344 2.1069  0.11
H -0.9531 4.8649 -0.9527  0.10
H -2.6052 4.8851 -2.7844  0.10
H -3.1527 2.7216 -3.9421  0.10
H -1.9790 0.6650 -3.2273  0.10
Cl -7.7410 -0.9337 0.9204  0.60
C -6.0362 -0.6348 0.6703  -0.68
C -5.5338 0.6598 0.8702  -0.11
C -4.1954 0.9050 0.6843  0.00
C -3.2893 -0.1206 0.2979  -0.36
O -2.0527 0.1285 0.1653  -0.24
C -3.8440 -1.4315 0.0656  -0.13
C -3.0380 -2.5118 -0.4146  -0.19
O -1.8488 -2.4712 -0.7158  -0.10
C -5.2157 -1.6556 0.2741  -0.08
H -6.2086 1.4514 1.1677  0.10
H -3.7797 1.8940 0.8353  0.11
H -3.5681 -3.4697 -0.5307  0.13
H -5.6214 -2.6477 0.1082  0.11
C -2.0776 -2.9039 5.0263  -0.08
C -0.5988 -2.5235 4.9785  -0.27
N 0.1847 -3.2864 4.0164  -0.13
C 0.7720 -4.5442 4.4675  -0.22
C -0.0188 -5.7781 4.0435  -0.08
C 0.3159 -2.8902 2.7080  -0.67
S -0.4821 -1.4434 2.2334  0.73
N 1.0835 -3.7029 1.9655  0.10
C 1.3187 -3.6361 0.6589  -0.42
O 0.7818 -2.9133 -0.2277  -0.18
C 2.3850 -4.5851 0.1981  -0.13
C 3.1595 -4.2407 -0.9068  -0.03
C 4.1629 -5.0892 -1.3524  -0.08
C 4.3875 -6.3004 -0.7096  -0.10
C 3.6124 -6.6521 0.3898  -0.09
C 2.6235 -5.7942 0.8497  -0.03
H -2.6156 -2.2397 5.7068  0.07
H -2.2117 -3.9304 5.3729  0.06
H -2.5183 -2.8061 4.0333  0.06
H -0.1425 -2.6832 5.9567  0.11
H -0.5001 -1.4657 4.7362  0.06
H 0.8344 -4.4925 5.5552  0.11
H 1.7835 -4.6126 4.0717  0.10
H -1.0407 -5.7447 4.4237  0.06
H 0.4596 -6.6847 4.4238  0.07
H -0.0571 -5.8352 2.9557  0.06
H 2.9682 -3.2971 -1.3990  0.07
H 4.7673 -4.8050 -2.2058  0.10
H 5.1624 -6.9699 -1.0640  0.09
H 3.7820 -7.5972 0.8926  0.09
H 2.0256 -6.0490 1.7154  0.09
Cl 2.0814 -2.5341 -3.9685  0.62
C 1.6158 -0.8199 -3.8728  -1.46
Cl 2.1620 -0.1436 -2.3035  0.64
Cl 2.3894 0.0691 -5.1759  0.60
C 0.0309 -0.7287 -3.9147  -0.83
O -0.4649 -0.3060 -4.9385  0.02
O -0.4971 -1.1220 -2.8335  -0.22

No. 8
Here is a cluster of 2 separate species, C9H12N in total from OMol25. Energies are from wB97M-V/def2-TZVPD.

Output
Total charge: +1
Molar mass, Da: 134.20
Energy relative to the best compared isomer or geometry (same formula, charge and spin), kcal per mole: 212.6
HOMO (spin up / spin down), eV: -12.9800 / -12.9906
Orbital gap (spin up / spin down), eV: 7.59 / 7.60

Each line ends with the Löwdin charge.
Positions of all 22 atoms, in Å:
C -1.7236 0.3197 -0.2808  0.11
C -0.4533 0.5191 -0.5069  -0.03
C -0.4736 3.4005 0.1194  0.08
C -2.1658 -1.1184 -0.6048  -0.13
C -0.8313 -1.7920 -0.6772  -0.17
C -0.0396 -1.8065 0.6347  -0.18
C 0.1801 -0.6682 -0.3505  0.03
C 1.1471 -2.7486 0.7796  -0.02
C 1.8297 2.4268 -0.1525  -0.03
N 0.3872 2.5248 -0.0992  -0.08
H -0.0166 4.4538 0.2778  0.15
H -1.4090 3.0083 -0.0734  0.06
H -2.9004 -1.5484 0.2395  0.17
H -2.8219 -0.9532 -1.5796  0.17
H -0.4602 -2.6631 -1.3828  0.20
H -0.4783 -1.7162 1.6630  0.18
H 1.8398 -2.6044 0.0507  0.06
H 0.6948 -3.7025 0.7147  0.09
H 1.5137 -2.6865 1.7026  0.05
H 2.1709 3.3850 -0.0600  0.06
H 1.9948 1.9810 -1.1711  0.13
H 2.0153 1.9892 0.7568  0.08